The following is a quantum chemistry calculation of the ion C18H36BrN7O2P with charge +1 in a non-equilibrium geometry, from the OMol25 dataset.

XYZ file:
```
65
C18H36BrN7O2P, DFT ωB97M-V/def2-TZVPD
C -2.26784 3.43133 -3.49788
C -3.43052 2.37614 -3.70298
C -3.39121 1.16414 -2.65601
C -1.88259 0.79845 -2.36037
N -1.63528 -0.57481 -1.86454
N -1.34328 -0.67372 -0.51332
C -0.09937 -0.99348 -0.20493
N 0.26320 -1.12713 1.18780
C 1.29955 -2.17134 1.38267
C 2.80314 -1.69057 1.31778
O 3.49007 -2.66000 0.46037
C 3.52904 -1.81787 2.75233
N 4.10081 -3.19367 2.84296
C 0.57312 0.14997 1.80303
C 0.67299 1.43915 1.13563
C 0.95033 2.69560 1.85757
C 1.15075 2.70093 3.30094
C 1.07477 1.39739 4.00735
C 0.79333 0.15249 3.27636
N 0.93147 -1.28323 -1.14853
C 0.73574 -2.54564 -1.90421
N -0.40675 -3.35130 -1.38135
P 1.48847 0.08812 -2.10539
N 2.75297 0.96012 -1.24203
O 2.29418 -0.54448 -3.45522
C -2.38646 -0.42947 0.52035
Br -4.18656 -1.08231 -0.05944
C -2.57885 1.08996 0.93325
C -2.58354 1.31826 2.51234
H -2.43475 4.39858 -4.04032
H -2.09033 3.56875 -2.39842
H -1.32701 2.98948 -3.94456
H -4.42531 2.88058 -3.59480
H -3.30596 1.94800 -4.73899
H -3.82452 0.27680 -3.20791
H -3.97254 1.40146 -1.72660
H -1.38416 1.56906 -1.70618
H -1.34167 0.88370 -3.35065
H -2.30347 -1.26989 -2.19171
H 1.13718 -2.59684 2.41961
H 1.15191 -3.04520 0.68829
H 2.97044 -0.69665 0.83278
H 4.03045 -2.12728 -0.15025
H 2.81468 -1.69321 3.60651
H 4.39690 -1.11181 2.75615
H 4.48078 -3.37148 3.77517
H 3.38424 -3.90703 2.69354
H 0.49832 1.52704 0.03898
H 0.98350 3.66113 1.29139
H 1.33287 3.62442 3.89312
H 1.22599 1.31026 5.11315
H 0.72785 -0.79830 3.84913
H 0.54715 -2.41444 -3.00633
H 1.64573 -3.19598 -1.74697
H -1.26050 -3.10055 -1.88877
H -0.21062 -4.34776 -1.50259
H 3.67398 0.68394 -1.59155
H 2.56184 1.95161 -1.38836
H 3.03928 -1.09267 -3.12202
H -2.19848 -0.99920 1.47228
H -3.60636 1.41791 0.59872
H -1.86248 1.80539 0.45966
H -3.50554 0.85414 2.94349
H -2.61282 2.43425 2.66280
H -1.64829 0.95879 3.00767
```

Summary:
E: -113097.33743 eV
LUMO: -3.68 eV
ΔE to the lowest compared entry with this formula, charge and spin: 0.0 kJ/mol
net charge: +1
SMILES string: CCCCNN(/C(N(C[C@H](O)CN)c1ccccc1)=[N+](/CN)P(N)O)[C@H](Br)CC


The following is a quantum chemistry calculation of a cluster of 3 separate species, C40H58Cl2NO9PS in total in a non-equilibrium geometry, from the OMol25 dataset.

XYZ file:
```
112
C40H58Cl2NO9PS, DFT ωB97M-V/def2-TZVPD
C 2.60495 -1.49568 3.25523
C 2.48680 -0.27661 2.28397
C 2.15408 -0.43072 0.84605
C 1.90158 -1.89051 0.36096
C 0.61753 -2.61154 1.01862
C -0.59691 -1.65540 1.34154
C -1.95523 -2.47840 1.08245
C -2.96877 -1.73842 0.08500
C -4.41203 -1.63738 0.71956
C -5.43238 -1.02374 -0.32067
C -6.53336 -0.08526 0.32403
C -6.08189 1.43223 0.38885
C -6.52071 2.16067 1.71558
C -5.98744 1.47089 3.03011
C -4.80659 2.27794 3.70116
N -3.74467 2.39931 2.68091
C -3.61381 3.56810 1.93603
C -2.49830 3.26134 1.04995
C -2.02266 1.90407 1.37110
C -2.86028 1.36326 2.43640
C 2.08660 0.76949 -0.01406
C 1.77369 0.49547 -1.52688
C 0.25084 0.20738 -1.82137
C -0.28410 0.80386 -3.17702
Cl -1.96141 1.47750 -3.03788
C 2.30444 2.14214 0.52270
P 2.16084 3.66986 -0.54901
O 1.19167 3.35855 -1.90395
O 3.67300 4.15135 -1.11326
S 1.25403 5.13388 0.36685
C 2.64430 2.23605 1.94757
C 2.72053 1.05565 2.82781
C 3.04791 1.28738 4.34710
O 3.72923 0.55209 5.01055
C 2.44794 2.61058 4.92762
C 2.38974 3.69741 4.11930
C 1.75663 5.01902 4.66069
C 0.40579 4.68034 5.41111
O 0.12731 5.13327 6.46876
Cl -0.73114 3.52922 4.59604
C 2.96610 3.59465 2.66561
O 3.63316 4.46644 2.18720
H 3.57044 -1.47767 3.83009
H 1.76160 -1.49715 4.00314
H 2.57419 -2.47885 2.73291
H 2.79774 -2.49053 0.67781
H 1.76292 -2.00515 -0.73609
H 0.89154 -3.24897 1.89142
H 0.24027 -3.31891 0.22390
H -0.58446 -1.46637 2.45383
H -0.61986 -0.70881 0.75907
H -2.48146 -2.68128 2.05926
H -1.75628 -3.47829 0.62033
H -3.06647 -2.38004 -0.83161
H -2.61604 -0.70508 -0.16517
H -4.42765 -1.01395 1.65269
H -4.79528 -2.66087 0.99615
H -5.96565 -1.83087 -0.89156
H -4.86245 -0.40741 -1.06357
H -7.47232 -0.14216 -0.28990
H -6.79810 -0.49285 1.33545
H -6.58283 1.96350 -0.46583
H -4.96678 1.46887 0.23065
H -6.25832 3.25173 1.64626
H -7.64864 2.12634 1.75381
H -5.63498 0.42306 2.83856
H -6.84082 1.41947 3.76530
H -4.41574 1.65578 4.54656
H -5.14802 3.28983 4.03258
H -4.22033 4.49156 2.02040
H -2.10942 3.95805 0.28488
H -1.16166 1.47624 0.82131
H -2.76797 0.37557 2.92292
H 2.34057 -0.44509 -1.77243
H 2.22982 1.26742 -2.20583
H -0.42596 0.51292 -0.97465
H 0.14317 -0.91578 -1.87260
H -0.28868 -0.02563 -3.93476
H 0.39776 1.62092 -3.50806
H 1.43490 4.04631 -2.55607
H 3.56959 4.30917 -2.07274
H 2.04944 2.63460 5.97009
H 1.49925 5.71352 3.81730
H 2.39434 5.55216 5.40407
C 0.33268 -2.91609 -7.17868
C -0.39692 -2.56754 -5.89798
O -0.87704 -3.74233 -5.23678
C -0.12762 -4.50597 -4.41871
C 1.36079 -4.28485 -4.36375
O -0.64363 -5.39495 -3.79360
H 1.21513 -3.52841 -6.98707
H 0.64904 -2.01043 -7.69979
H -0.31567 -3.49381 -7.84010
H 0.20774 -1.95897 -5.22137
H -1.28116 -1.97480 -6.13857
H 1.85189 -4.99875 -5.02679
H 1.69621 -4.45192 -3.34185
H 1.66938 -3.27603 -4.62557
C 7.39148 -1.70562 -2.55873
C 6.28524 -1.07935 -1.73558
O 5.00706 -1.25339 -2.36347
C 4.25567 -2.35746 -2.24812
C 4.85147 -3.59799 -1.63924
O 3.13336 -2.36425 -2.69284
H 7.25800 -2.78363 -2.66231
H 8.36362 -1.52240 -2.09804
H 7.39680 -1.28945 -3.56789
H 6.26659 -1.44440 -0.70677
H 6.44708 -0.00227 -1.67657
H 5.20079 -4.25387 -2.43754
H 4.07591 -4.10766 -1.06756
H 5.66773 -3.40449 -0.94694
```

Summary:
E: -107505.40682 eV
LUMO: -0.78 eV
net charge: 0
SMILES string: Cc1c(CCCCCCCCCCCCn2cccc2)c(CCCCl)c(P(O)(O)=S)c2c1C(=O)C=C(CC(=O)Cl)C2=O.CCOC(C)=O.CCOC(C)=O


Frontier orbital gap (eV)
7.58; 7.12
HOMO energy (Eh)
-0.4138; -0.2902